No. 1
Below is a 2-piece molecular cluster, CH2INS overall in a non-equilibrium geometry, with properties calculated with wB97M-V/def2-TZVPD.

Bonds (Å) are listed after each position.
Positions of all 6 atoms, in Å:
1 C -1.102 0.501 -0.389  N2 1.171, H6 1.050
2 N -0.842 -0.619 -0.169  C1 1.171, S3 1.544
3 S -0.235 -1.980 0.234  N2 1.544
4 I 2.137 1.037 0.163  H5 1.587
5 H 1.615 -0.366 0.688  I4 1.587
6 H -1.573 1.429 -0.527  C1 1.050

Properties
2S+1   1
Energy relative to the best compared isomer or geometry (same formula, charge and spin)   157.7 kJ/mol
SMILES   C#[N+][S-].I
HOMO energy   -8.93 eV
Charge   0
Kohn-Sham gap   9.4 eV
LUMO energy   0.019 Eh


No. 2
Below is the molecule CH2INS in a non-equilibrium geometry, with properties calculated with wB97M-V/def2-TZVPD.

Bonds (Å) are listed after each position.
Positions of all 6 atoms, in Å:
1 C -0.465 -0.547 -0.727  N2 1.244, H5 1.026, H6 1.118
2 N -1.366 -0.936 0.038  C1 1.244, S3 1.577
3 S -2.661 -1.799 -0.220  N2 1.577, I4 2.799
4 I -2.933 -2.709 -2.853  S3 2.799
5 H -0.426 -0.459 -1.748  C1 1.026
6 H 0.250 0.057 -0.116  C1 1.118

Properties
2S+1   1
Energy relative to the best compared isomer or geometry (same formula, charge and spin)   100.6 kJ/mol
SMILES   C=NSI
HOMO energy   -9.17 eV
Charge   0
Kohn-Sham gap   7.3 eV
LUMO energy   -0.069 Eh


No. 3
Below is the molecule CH2INS in a non-equilibrium geometry, with properties calculated with wB97M-V/def2-TZVPD.

Bonds (Å) are listed after each position.
Positions of all 6 atoms, in Å:
1 C 0.386 0.677 0.189  N2 1.384, S3 1.624, H5 1.001
2 N -0.340 -0.468 -0.089  C1 1.384, I4 2.146, H6 1.002
3 S -0.530 1.927 0.677  C1 1.624
4 I 0.403 -2.399 -0.661  N2 2.146
5 H 1.385 0.706 0.248  C1 1.001
6 H -1.304 -0.443 -0.363  N2 1.002

Properties
2S+1   1
Energy relative to the best compared isomer or geometry (same formula, charge and spin)   88.9 kJ/mol
SMILES   S=CNI
HOMO energy   -8.81 eV
Charge   0
Kohn-Sham gap   7.7 eV
LUMO energy   -0.041 Eh


- Which of these has the lowest LUMO energy?
  number 2


- Which of these has the lowest Kohn-Sham gap?
  number 2


- What is the charge in the second record?
  0


- Look up the LUMO energy of the second one.
  -0.069 Eh